i) {"formula": "C5H10N2", "method": "ωB97M-V/def2-TZVPD", "e_lumo_ev": 1.088, "charge": 0, "homo_lumo_gap_ev": 9.56, "e_homo_ev": -8.47, "species": ["C", "C", "N", "C", "C", "C", "N", "H", "H", "H", "H", "H", "H", "H", "H", "H", "H"], "coordinates": [[1.68, 0.61, -1.39], [1.07, -0.74, -1.09], [0.57, -1.14, 0.15], [-0.57, -0.67, -0.52], [-1.46, 0.20, 0.40], [-1.41, -0.05, 1.88], [-0.91, 1.20, 1.32], [1.18, 1.35, -0.77], [1.47, 0.85, -2.44], [2.77, 0.67, -1.26], [1.57, -1.56, -1.67], [0.69, -2.06, 0.54], [-1.16, -1.20, -1.27], [-2.44, 0.48, 0.01], [-2.31, 0.04, 2.50], [-0.69, -0.77, 2.27], [0.10, 1.14, 1.29]]}

=====

ii) {"formula": "C5H10N2", "method": "ωB97M-V/def2-TZVPD", "e_lumo_ev": 0.986, "charge": 0, "homo_lumo_gap_ev": 9.90, "e_homo_ev": -8.91, "species": ["C", "C", "C", "C", "C", "N", "N", "H", "H", "H", "H", "H", "H", "H", "H", "H", "H"], "coordinates": [[2.12, -0.34, -0.48], [0.79, 0.17, 0.01], [-0.25, -1.01, 0.33], [-1.63, -0.38, 0.19], [-1.47, 0.97, -0.57], [0.10, 1.31, -0.49], [0.69, 1.30, 0.89], [2.75, 0.50, -0.37], [2.29, -0.88, -1.44], [2.57, -0.92, 0.40], [0.09, -1.30, 1.42], [-0.05, -1.78, -0.43], [-2.19, -1.07, -0.47], [-2.25, -0.36, 1.14], [-1.55, 1.00, -1.66], [-2.05, 1.69, -0.06], [0.05, 1.10, 1.59]]}

=====

iii) {"formula": "C5H10N2", "method": "ωB97M-V/def2-TZVPD", "e_lumo_ev": 0.803, "charge": 0, "homo_lumo_gap_ev": 8.87, "e_homo_ev": -8.07, "species": ["C", "C", "N", "C", "C", "C", "N", "H", "H", "H", "H", "H", "H", "H", "H", "H", "H"], "coordinates": [[-1.33, 0.36, 0.03], [-0.85, -1.18, -0.14], [0.63, -1.24, 0.15], [0.97, -0.07, 1.07], [1.03, 0.81, -0.06], [1.06, -0.31, -1.02], [-0.38, 1.19, -0.06], [-2.22, 0.38, -0.54], [-2.05, 0.26, 1.14], [-1.45, -1.64, 0.78], [-0.89, -1.76, -1.04], [1.84, -0.20, 2.06], [0.00, 0.36, 1.56], [1.81, 1.75, -0.38], [2.13, -0.57, -0.99], [0.44, -0.21, -1.87], [-0.72, 2.07, -0.70]]}

=====

Q: Which of them is the least stable? A: iii).

=====

i) {"formula": "C5H10N2", "method": "ωB97M-V/def2-TZVPD", "e_lumo_ev": 1.133, "charge": 0, "homo_lumo_gap_ev": 10.20, "e_homo_ev": -9.06, "species": ["C", "C", "N", "C", "C", "C", "N", "H", "H", "H", "H", "H", "H", "H", "H", "H", "H"], "coordinates": [[0.17, 0.05, 2.09], [1.08, 0.19, 0.88], [1.37, -0.79, -0.12], [0.77, 0.50, -0.52], [-0.59, 0.65, -1.13], [-1.17, -0.47, -1.91], [-1.76, -0.06, -0.64], [1.15, 0.52, 2.38], [0.05, -0.91, 2.60], [-0.69, 0.73, 2.23], [2.08, 0.67, 1.21], [0.70, -1.56, -0.11], [1.51, 1.18, -0.92], [-0.79, 1.66, -1.45], [-1.77, -0.27, -2.79], [-0.60, -1.40, -1.95], [-1.52, -0.68, 0.13]]}

=====

ii) {"formula": "C5H10N2", "method": "ωB97M-V/def2-TZVPD", "e_lumo_ev": 0.938, "charge": 0, "homo_lumo_gap_ev": 8.93, "e_homo_ev": -7.99, "species": ["C", "C", "C", "C", "C", "N", "N", "H", "H", "H", "H", "H", "H", "H", "H", "H", "H"], "coordinates": [[0.55, -0.30, 1.23], [-0.52, -0.28, 0.15], [0.41, 0.88, 0.26], [-0.52, -1.31, -0.96], [1.61, 1.25, -0.52], [-2.01, -0.09, 0.58], [-2.45, 0.16, 1.65], [0.18, -0.16, 2.21], [1.37, -1.08, 1.03], [-1.33, -1.20, -1.70], [-0.73, -2.28, -0.44], [0.43, -1.31, -1.61], [1.41, 1.78, -1.56], [2.25, 0.34, -0.59], [2.09, 2.05, 0.10], [-2.54, -0.18, -0.36], [-0.21, 1.74, 0.54]]}

=====

Q: Which of them is the least stable? A: i).

=====

i) {"formula": "C5H10N2", "method": "ωB97M-V/def2-TZVPD", "e_lumo_ev": 0.700, "charge": 0, "homo_lumo_gap_ev": 9.16, "e_homo_ev": -8.46, "species": ["C", "C", "C", "C", "N", "C", "N", "H", "H", "H", "H", "H", "H", "H", "H", "H", "H"], "coordinates": [[-2.02, 0.86, -0.36], [-2.22, -0.43, 0.27], [1.78, 1.28, 0.31], [1.21, -1.51, -0.19], [0.45, 0.83, -0.03], [0.17, -0.41, -0.23], [-1.08, -0.82, -0.57], [-1.71, 1.73, 0.20], [-2.30, 1.01, -1.39], [-2.06, -0.46, 1.35], [-3.11, -0.98, -0.05], [1.74, 2.31, 0.67], [2.27, 0.69, 1.10], [2.44, 1.26, -0.57], [0.79, -2.47, -0.49], [1.60, -1.62, 0.83], [2.05, -1.27, -0.84]]}

=====

ii) {"formula": "C5H10N2", "method": "ωB97M-V/def2-TZVPD", "e_lumo_ev": 0.983, "charge": 0, "homo_lumo_gap_ev": 9.33, "e_homo_ev": -8.35, "species": ["C", "C", "C", "C", "N", "N", "C", "H", "H", "H", "H", "H", "H", "H", "H", "H", "H"], "coordinates": [[-0.19, -2.67, -0.12], [-0.27, -1.33, -0.32], [1.05, -0.38, -0.37], [0.63, 0.85, 0.44], [0.62, 2.10, -0.30], [-0.70, 0.40, 0.93], [-1.72, 1.18, 0.88], [-0.87, -3.35, -0.62], [0.70, -3.12, 0.31], [-1.18, -0.98, -0.82], [1.30, -0.14, -1.41], [1.90, -0.89, 0.11], [1.28, 0.96, 1.31], [1.58, 2.43, -0.40], [0.27, 1.95, -1.24], [-1.69, 2.19, 0.46], [-2.70, 0.80, 1.19]]}

=====

Q: Which of them is the least stable? A: i).

=====

i) {"formula": "C4H3ClS3", "method": "ωB97M-V/def2-TZVPD", "e_lumo_ev": -0.497, "charge": 0, "homo_lumo_gap_ev": 7.88, "e_homo_ev": -8.38, "species": ["C", "C", "S", "S", "C", "S", "C", "Cl", "H", "H", "H"], "coordinates": [[1.21, -0.18, 1.29], [0.54, 0.07, -0.02], [1.32, 0.81, -1.43], [-0.45, 0.89, -2.65], [-1.44, 0.15, -1.43], [-2.92, -0.19, -1.77], [-0.80, -0.09, -0.12], [-1.69, -0.85, 1.06], [2.37, 0.01, 1.34], [0.91, 0.59, 2.01], [0.95, -1.21, 1.72]]}

=====

ii) {"formula": "C4H3ClS3", "method": "ωB97M-V/def2-TZVPD", "e_lumo_ev": -0.951, "charge": 0, "homo_lumo_gap_ev": 7.51, "e_homo_ev": -8.46, "species": ["S", "C", "C", "C", "C", "Cl", "S", "S", "H", "H", "H"], "coordinates": [[-4.48, -1.40, 0.86], [-3.25, -0.64, 0.12], [-1.87, -1.04, -0.08], [-0.98, -0.35, -0.85], [0.42, -0.71, -1.17], [1.44, 0.62, -0.77], [-1.55, 1.34, -1.27], [-3.54, 1.03, -0.56], [-1.53, -1.94, 0.48], [0.68, -1.11, -2.22], [0.86, -1.65, -0.56]]}

=====

Q: Which of them is the least stable? A: ii).